The following is a quantum chemistry calculation of a molecular structure, C48H66N5O4P2S3Sn, from OMol25.

Last column: Löwdin charge in e.
Positions of all 129 atoms, in Å:
Sn1 -0.327 -0.282 0.028  1.261
C1 -0.209 1.369 5.943  -0.135
C2 0.723 0.292 5.382  -0.586
C3 2.181 0.665 5.653  -0.135
P1 0.429 0.187 3.542  1.101
C4 1.376 -1.348 3.025  -0.559
C5 1.473 -2.498 4.023  -0.102
C6 2.755 -0.935 2.496  -0.127
C7 -1.307 -0.430 3.505  -0.304
C8 -1.796 -1.374 4.413  -0.069
C9 -3.093 -1.859 4.374  -0.288
C10 -3.590 -2.864 5.381  -0.060
C11 -3.927 -1.381 3.362  -0.054
C12 -3.480 -0.441 2.456  -0.051
C13 -2.168 0.076 2.505  -0.366
N1 -1.691 0.966 1.541  -0.119
C14 -2.499 2.010 1.129  -0.325
C15 -3.607 2.466 1.881  -0.028
C16 -4.409 3.507 1.456  -0.048
C17 -4.152 4.184 0.270  -0.291
C18 -5.023 5.315 -0.217  -0.060
C19 -3.015 3.812 -0.430  -0.080
C20 -2.179 2.772 -0.028  -0.303
P2 -0.582 2.371 -0.800  1.044
C21 0.517 3.676 -0.056  -0.519
C22 0.024 5.111 -0.221  -0.101
C23 0.760 3.336 1.417  -0.124
C24 -0.475 2.729 -2.626  -0.498
C25 -1.458 3.693 -3.291  -0.109
C26 -0.483 1.396 -3.387  -0.107
H1 -0.047 1.499 7.017  0.071
H2 -0.016 2.327 5.451  0.072
H3 -1.258 1.116 5.781  0.062
H4 0.503 -0.662 5.867  0.084
H5 2.457 1.559 5.088  0.075
H6 2.332 0.871 6.717  0.071
H7 2.864 -0.136 5.366  0.048
H8 0.806 -1.720 2.170  0.028
H9 1.987 -2.204 4.944  0.063
H10 0.488 -2.891 4.278  0.062
H11 2.044 -3.316 3.573  0.075
H12 3.413 -0.598 3.301  0.063
H13 3.233 -1.775 1.988  0.044
H14 2.667 -0.124 1.767  0.057
H15 -1.142 -1.744 5.194  0.093
H16 -2.762 -3.395 5.850  0.071
H17 -4.167 -2.380 6.174  0.075
H18 -4.242 -3.602 4.909  0.073
H19 -4.941 -1.761 3.280  0.112
H20 -4.135 -0.104 1.660  0.121
H21 -3.828 1.986 2.824  0.103
H22 -5.256 3.801 2.067  0.105
H23 -5.907 5.427 0.412  0.067
H24 -4.484 6.266 -0.207  0.072
H25 -5.359 5.140 -1.242  0.073
H26 -2.784 4.362 -1.329  0.084
H27 1.467 3.561 -0.583  0.073
H28 -0.984 5.228 0.180  0.067
H29 0.685 5.785 0.331  0.074
H30 0.021 5.425 -1.267  0.065
H31 -0.178 3.313 1.978  0.069
H32 1.220 2.354 1.521  0.034
H33 1.420 4.079 1.874  0.076
H34 0.530 3.152 -2.719  0.078
H35 -2.462 3.263 -3.327  0.078
H36 -1.506 4.662 -2.794  0.050
H37 -1.131 3.868 -4.319  0.080
H38 -1.487 0.967 -3.404  0.062
H39 -0.160 1.546 -4.421  0.085
H40 0.188 0.667 -2.926  0.056
C27 6.141 -3.016 -2.322  -0.078
C28 5.793 -2.404 -0.968  -0.222
N2 4.428 -2.724 -0.567  -0.138
C29 4.226 -4.013 0.078  -0.256
C30 4.989 -4.156 1.395  -0.086
C31 3.389 -1.919 -0.974  -0.739
S1 1.768 -2.447 -0.825  0.587
N3 3.770 -0.807 -1.599  0.078
C32 3.058 0.320 -1.671  -0.475
O1 2.120 0.690 -0.943  -0.149
C33 3.547 1.276 -2.741  -0.120
C34 3.131 2.601 -2.708  -0.037
C35 3.607 3.521 -3.632  -0.084
C36 4.507 3.117 -4.608  -0.106
C37 4.914 1.789 -4.661  -0.092
C38 4.439 0.875 -3.732  -0.030
H41 7.144 -2.709 -2.630  0.068
H42 5.427 -2.676 -3.073  0.066
H43 6.117 -4.108 -2.287  0.062
H44 5.888 -1.326 -1.024  0.104
H45 6.476 -2.770 -0.201  0.099
H46 4.525 -4.818 -0.606  0.112
H47 3.160 -4.110 0.256  0.044
H48 6.063 -4.282 1.244  0.058
H49 4.628 -5.037 1.930  0.071
H50 4.831 -3.280 2.025  0.063
H51 2.434 2.892 -1.935  0.069
H52 3.288 4.556 -3.585  0.099
H53 4.896 3.834 -5.322  0.093
H54 5.610 1.472 -5.428  0.095
H55 4.757 -0.159 -3.757  0.098
O2 -4.361 1.206 -1.612  0.055
C39 -4.428 0.610 -2.820  -0.273
C40 -5.294 1.156 -3.767  -0.024
C41 -5.408 0.581 -5.020  -0.102
C42 -4.656 -0.542 -5.348  -0.105
C43 -3.810 -1.093 -4.400  -0.032
C44 -3.687 -0.537 -3.128  -0.092
C45 -2.787 -1.159 -2.100  -0.430
O3 -2.250 -0.360 -1.227  -0.253
N4 -2.672 -2.437 -2.195  0.049
N5 -1.967 -3.082 -1.199  -0.105
C46 -1.266 -4.051 -1.606  -0.910
S2 -1.048 -4.460 -3.313  0.903
C47 0.438 -5.446 -2.979  -0.538
C48 0.203 -6.258 -1.718  -0.530
S3 -0.543 -5.182 -0.462  0.890
H56 -3.583 0.838 -1.144  0.066
H57 -5.861 2.037 -3.492  0.111
H58 -6.081 1.019 -5.748  0.095
H59 -4.735 -0.987 -6.332  0.091
H60 -3.223 -1.975 -4.621  0.103
H61 1.270 -4.757 -2.846  0.046
H62 0.609 -6.091 -3.840  0.071
H63 1.143 -6.632 -1.310  0.071
H64 -0.472 -7.091 -1.909  0.065
O4 -1.444 -2.577 1.179  -0.167
H65 -2.197 -2.389 1.756  0.023
H66 -1.820 -2.858 0.319  -0.064

Results
LUMO level = 2.27 eV
total charge = -1
frontier orbital gap = 6.476 eV
max |F| = 1.5 eV Å⁻¹
calculated total energy = -4535.13661 a.u.



The following is a quantum chemistry calculation of 8 unconnected molecules or ions with the total composition C48H68F28N2O16PSi, from OMol25.

Last column: Löwdin charge in e.
Positions of all 164 atoms, in Å:
C1 1.172 -0.786 2.570  -0.039
C2 0.864 0.644 3.132  -0.301
F1 2.016 1.476 3.246  -0.050
C3 -0.351 1.390 2.395  -0.025
C4 -1.157 0.478 1.412  -0.169
N1 -2.421 -0.054 1.705  0.064
C5 -3.172 0.163 2.960  -0.062
C6 -3.845 -1.125 3.570  -0.221
O1 -4.871 -0.700 4.464  -0.212
Si1 -6.415 -0.576 3.725  0.479
C7 -6.527 0.659 2.277  -0.156
C8 -7.165 -2.222 3.144  -0.172
C9 -7.588 0.092 5.090  -0.145
C10 -2.768 -0.753 0.541  -0.111
C11 -4.095 -1.517 0.270  -0.096
C12 -4.027 -3.097 0.485  -0.139
C13 -2.616 -3.654 0.884  -0.062
C14 -2.513 -5.230 0.723  -0.362
F2 -3.263 -5.683 -0.358  0.089
F3 -2.862 -5.903 1.865  0.117
C15 -1.007 -5.563 0.327  -0.454
F4 -0.103 -4.871 1.086  0.131
F5 -0.713 -6.891 0.504  0.139
F6 -0.780 -5.305 -1.003  0.131
C16 -1.760 -0.691 -0.497  -0.145
C17 -1.802 -1.302 -1.921  -0.010
C18 -0.709 -2.382 -2.212  -0.439
O2 -0.799 -3.004 -3.205  0.179
F7 0.294 -2.607 -1.298  0.059
N2 -0.777 0.117 0.153  -0.137
P1 0.657 0.470 -0.856  0.991
C19 0.161 1.354 -2.458  -0.247
C20 1.870 1.615 -0.014  -0.270
H1 0.275 -1.460 2.676  0.094
H2 1.566 -0.803 1.524  0.048
H3 1.973 -1.244 3.216  0.102
H4 0.521 0.481 4.195  0.149
H5 -0.983 1.831 3.209  0.120
H6 -0.014 2.273 1.782  0.116
H7 -3.867 1.029 2.809  0.128
H8 -2.420 0.517 3.719  0.131
H9 -3.058 -1.621 4.211  0.141
H10 -4.165 -1.896 2.823  0.090
H11 -5.633 0.701 1.606  0.016
H12 -6.617 1.699 2.724  0.023
H13 -7.475 0.528 1.677  0.062
H14 -6.878 -3.105 3.781  0.052
H15 -7.030 -2.431 2.043  0.031
H16 -8.283 -2.120 3.278  0.033
H17 -7.282 -0.339 6.076  0.047
H18 -7.425 1.199 5.117  0.008
H19 -8.659 -0.098 4.824  0.049
H20 -4.944 -1.140 0.895  0.082
H21 -4.404 -1.342 -0.798  0.122
H22 -4.717 -3.342 1.345  0.109
H23 -4.473 -3.591 -0.411  0.124
H24 -1.760 -3.239 0.296  0.101
H25 -2.381 -3.468 1.971  0.138
H26 -1.821 -0.485 -2.695  0.129
H27 -2.803 -1.808 -2.019  0.136
H28 0.885 2.171 -2.702  0.056
H29 0.191 0.574 -3.261  0.040
H30 -0.895 1.715 -2.336  0.050
H31 2.396 1.088 0.818  0.023
H32 1.459 2.617 0.281  0.054
H33 2.666 1.836 -0.786  0.068
C21 4.310 2.226 4.916  -0.065
C22 5.742 2.494 4.490  -0.194
O3 6.226 3.722 5.059  0.029
C23 6.635 3.657 6.332  -0.384
O4 6.616 2.666 7.004  0.173
C24 7.165 5.017 6.790  -0.526
F8 6.347 6.026 6.438  0.156
F9 8.367 5.285 6.247  0.160
F10 7.312 5.085 8.118  0.168
H34 3.672 3.077 4.669  0.082
H35 3.922 1.338 4.422  0.051
H36 4.241 2.078 5.995  0.082
H37 5.785 2.615 3.407  0.120
H38 6.402 1.664 4.748  0.128
C25 9.138 -0.049 -0.543  -0.055
C26 7.756 -0.179 -1.150  -0.189
O5 6.868 -0.884 -0.260  0.034
C27 6.346 -0.166 0.734  -0.389
O6 6.565 0.997 0.930  0.160
C28 5.394 -1.025 1.566  -0.524
F11 5.917 -2.225 1.865  0.171
F12 4.232 -1.255 0.932  0.146
F13 5.050 -0.460 2.731  0.152
H39 9.526 -1.029 -0.261  0.088
H40 9.827 0.415 -1.250  0.078
H41 9.115 0.558 0.363  0.076
H42 7.812 -0.769 -2.065  0.128
H43 7.339 0.794 -1.418  0.127
C29 -9.893 -7.061 1.779  -0.060
C30 -10.995 -6.430 0.952  -0.194
O7 -11.131 -5.031 1.259  0.033
C31 -10.250 -4.214 0.676  -0.388
O8 -9.375 -4.567 -0.063  0.163
C32 -10.542 -2.762 1.054  -0.525
F14 -10.767 -2.610 2.373  0.152
F15 -11.634 -2.294 0.425  0.169
F16 -9.530 -1.939 0.740  0.145
H44 -10.064 -6.884 2.843  0.085
H45 -9.846 -8.135 1.601  0.086
H46 -8.921 -6.628 1.536  0.074
H47 -11.950 -6.895 1.198  0.128
H48 -10.831 -6.575 -0.117  0.128
C33 -7.964 7.735 3.306  -0.059
C34 -7.216 7.405 4.582  -0.192
O9 -7.178 5.982 4.801  0.035
C35 -6.260 5.306 4.109  -0.387
O10 -5.488 5.795 3.334  0.168
C36 -6.305 3.823 4.478  -0.510
F17 -7.558 3.340 4.501  0.153
F18 -5.784 3.596 5.695  0.172
F19 -5.611 3.058 3.610  0.114
H49 -8.961 7.290 3.321  0.086
H50 -8.058 8.814 3.184  0.087
H51 -7.448 7.334 2.432  0.077
H52 -7.739 7.836 5.435  0.129
H53 -6.207 7.820 4.578  0.128
C37 0.102 -4.794 -5.821  -0.070
C38 0.031 -5.541 -7.137  -0.195
O11 -0.477 -4.690 -8.180  0.030
C39 0.403 -3.842 -8.722  -0.384
O12 1.551 -3.749 -8.395  0.171
C40 -0.255 -3.037 -9.842  -0.514
F20 -1.461 -2.554 -9.489  0.160
F21 -0.451 -3.784 -10.943  0.168
F22 0.486 -1.982 -10.215  0.138
H54 -0.870 -4.365 -5.570  0.072
H55 0.413 -5.462 -5.016  0.086
H56 0.811 -3.967 -5.875  0.077
H57 -0.665 -6.375 -7.050  0.127
H58 1.000 -5.958 -7.418  0.128
C41 10.897 4.710 1.474  -0.060
C42 11.791 5.028 0.292  -0.197
O13 12.879 4.092 0.205  0.033
C43 12.594 2.910 -0.350  -0.381
O14 11.515 2.593 -0.763  0.156
C44 13.848 2.038 -0.418  -0.526
F23 14.535 2.044 0.738  0.162
F24 14.693 2.465 -1.374  0.164
F25 13.564 0.758 -0.692  0.162
H59 11.482 4.667 2.395  0.086
H60 10.120 5.467 1.582  0.084
H61 10.417 3.737 1.355  0.072
H62 12.239 6.012 0.425  0.127
H63 11.230 5.052 -0.644  0.126
C45 2.007 0.508 -10.272  -0.060
C46 3.447 0.749 -10.673  -0.189
O15 3.945 1.968 -10.091  0.030
C47 4.329 1.894 -8.813  -0.389
O16 4.282 0.903 -8.141  0.164
C48 4.875 3.243 -8.344  -0.525
F26 4.083 4.268 -8.708  0.158
F27 6.091 3.491 -8.863  0.164
F28 5.001 3.307 -7.011  0.156
H64 1.390 1.372 -10.526  0.089
H65 1.612 -0.368 -10.774  0.060
H66 1.918 0.357 -9.194  0.079
H67 3.512 0.873 -11.754  0.128
H68 4.088 -0.094 -10.406  0.129

Results
LUMO level = -2.69 eV
total charge = +1
frontier orbital gap = 8.988 eV
max |F| = 4.7 eV Å⁻¹
calculated total energy = -6610.18441 a.u.